(1)
Below is a 2-piece molecular cluster, C4H8O2 overall, with properties calculated with the ωB97M-V functional and the def2-TZVPD basis.

Structure (XYZ):
```
14
Properties=species:S:1:pos:R:3
C -0.0469 0.7116 -0.5707
C -0.1971 -0.4429 -1.5964
O -0.6952 -0.2675 -2.6645
O 0.2187 -1.6105 -1.0782
H -0.3114 1.6265 -1.1361
H -0.8464 0.6070 0.2535
H 1.0501 0.7678 -0.2229
H -0.1505 -2.4487 -1.6631
C -0.4423 0.2100 1.6969
C 0.7821 0.0380 1.1964
H -0.6027 1.0757 2.2513
H -1.2612 -0.5627 1.7567
H 1.2441 1.1520 1.1218
H 1.2588 -0.8562 0.6553
```

The LUMO energy is 0.49 eV. As for the energy above the lowest of the compared OMol25 structures with the same formula, charge and spin: 152.5 kcal/mol. Its structure (SMILES) is CC(=O)O.C=C.

(2)
Below is C12H30AsClI2MnN3O4 as an isolated structure, with properties calculated with the ωB97M-V functional and the def2-TZVPD basis.

Structure (XYZ):
```
54
Properties=species:S:1:pos:R:3
Mn 0.3890 1.1143 0.7318
I 1.6682 2.6850 -1.5000
C 2.3013 4.3841 -0.3110
I 0.7313 5.1567 0.9193
H 2.6272 5.1453 -1.0158
H 3.1251 4.0418 0.3080
C -3.7465 -0.7572 -1.7537
N -2.8507 -0.3110 -0.7064
C -1.9018 -1.3165 -0.3042
C -2.6099 0.9791 -0.4072
N -1.3844 1.3528 0.0032
N -3.5925 1.8956 -0.4941
C -4.9934 1.5717 -0.3223
C -3.2977 3.3151 -0.5420
H -3.1504 -1.2114 -2.5492
H -4.3177 0.0534 -2.1885
H -4.4309 -1.5140 -1.3672
H -2.4082 -2.2825 -0.2980
H -1.5250 -1.0981 0.7010
H -1.0572 -1.3573 -1.0096
H -1.4424 2.3440 0.2743
H -5.1333 0.5314 -0.0462
H -5.5597 1.7975 -1.2275
H -5.4043 2.1915 0.4776
H -3.0270 3.7267 0.4369
H -4.1897 3.8437 -0.8754
H -2.5050 3.5186 -1.2637
O 1.4943 1.7319 4.0906
Cl 0.9421 1.3881 2.8854
O -0.1361 2.2301 2.4638
O 0.4915 0.0336 2.8226
O 1.9207 1.5315 1.7983
C 0.5349 -3.2068 1.6370
C 1.0533 -2.8753 0.2434
As 1.6500 -0.9774 0.0758
C 3.2265 -0.9888 1.2756
C 4.1954 -2.1407 1.0473
C 2.4802 -0.9278 -1.7504
C 2.7522 -2.2799 -2.4025
H 0.2317 -4.2508 1.6785
H -0.3244 -2.5905 1.8947
H 1.2999 -3.0444 2.3953
H 0.2956 -3.0903 -0.5138
H 1.9397 -3.4776 0.0091
H 2.8383 -1.0242 2.2971
H 3.7350 -0.0301 1.1358
H 3.7376 -3.0977 1.2920
H 5.0523 -2.0128 1.7070
H 4.5631 -2.1642 0.0212
H 3.4129 -0.3621 -1.6408
H 1.8114 -0.3381 -2.3880
H 3.3694 -2.9185 -1.7720
H 3.2910 -2.1122 -3.3356
H 1.8274 -2.8052 -2.6398
```

The LUMO energy (alpha / beta) is -9.39 / -7.37 eV. As for the charge: +2. As for the spin multiplicity: 5. The expectation value of S² is 6.215.

(3)
Below is C3H10N2O as an isolated structure, with properties calculated with the ωB97M-V functional and the def2-TZVPD basis.

Structure (XYZ):
```
16
Properties=species:S:1:pos:R:3
C 0.5847 -0.6269 -0.3750
C 1.0894 0.6528 -0.0197
C -0.9893 0.7036 -0.6922
N 0.2100 -1.5239 0.5755
N -1.9689 0.3122 0.2865
O 2.7832 0.0440 0.3255
H 2.7533 -0.4364 1.1641
H 0.8935 -1.0455 -1.3256
H -0.2137 -2.3799 0.2531
H -0.2454 -1.1286 1.3900
H -2.2620 1.0906 0.8631
H -2.7872 -0.1333 -0.1137
H 0.8121 1.0804 0.9364
H 1.4570 1.2971 -0.8019
H -0.9204 1.7897 -0.7811
H -1.1964 0.3040 -1.6851
```

The LUMO energy is 0.82 eV. As for the energy above the lowest of the compared OMol25 structures with the same formula, charge and spin: 102.2 kcal/mol.

(4)
Below is a 2-piece molecular cluster, C2H9NSi overall, with properties calculated with the ωB97M-V functional and the def2-TZVPD basis.

Structure (XYZ):
```
13
Properties=species:S:1:pos:R:3
C -1.7853 0.4207 0.5914
C -0.6438 -0.5685 0.1599
N -0.6953 -0.8104 -1.2470
Si 3.4542 0.1425 0.1716
H -1.7174 0.6793 1.7722
H -1.8107 1.4115 0.1014
H -2.7585 -0.1375 0.5486
H 0.3391 -0.0449 0.3209
H -0.7565 -1.5495 0.7819
H -0.5564 0.0188 -1.7244
H -1.5105 -1.2815 -1.6469
H 4.3246 0.6368 -0.8838
H 4.1165 1.0827 1.0543
```

The LUMO energy is -1.03 eV. As for the energy above the lowest of the compared OMol25 structures with the same formula, charge and spin: 98.5 kcal/mol.

(5)
Below is a 2-piece molecular cluster, C7H8N4S overall, with properties calculated with the ωB97M-V functional and the def2-TZVPD basis.

Structure (XYZ):
```
20
Properties=species:S:1:pos:R:3
C -2.7146 -1.2961 0.4168
C -2.8089 0.0687 0.1070
C -1.4472 -1.9229 0.4318
C -1.7111 0.7109 -0.4026
C -0.3820 -1.2472 -0.0441
C -0.4377 0.0331 -0.4331
C 1.7468 2.0728 -0.3156
N 3.2774 -0.3313 1.2925
N 3.0542 0.9197 1.0497
N 3.3476 -1.1142 0.2970
N 2.6612 1.1436 -0.1162
S 2.7474 -0.4098 -1.1323
H -3.5694 -1.8518 0.6408
H -3.7847 0.6243 0.2542
H -1.4346 -2.9026 0.5470
H -1.8108 1.6827 -0.6411
H 0.6626 -1.6673 -0.1644
H 1.4579 2.6908 0.6034
H 1.0927 2.1480 -1.1852
H 0.0533 0.6484 -1.2054
```

The LUMO energy is -0.52 eV. As for the energy above the lowest of the compared OMol25 structures with the same formula, charge and spin: 140.9 kcal/mol.

(6)
Below is a 2-piece molecular cluster, C2H6F2NOP overall, with properties calculated with the ωB97M-V functional and the def2-TZVPD basis.

Structure (XYZ):
```
13
Properties=species:S:1:pos:R:3
C 1.1621 -1.2601 0.4130
C -0.6841 1.1657 1.9931
N 0.3634 -0.0748 0.4118
O 0.1367 0.2665 1.6651
F -0.7654 -1.4089 -2.7380
F 0.7348 0.2803 -3.5497
P -0.8890 0.0319 -3.5127
H 1.5275 -1.3912 -0.4936
H 2.0760 -1.1616 1.0966
H 0.6112 -2.1739 0.7121
H -1.0070 1.9075 1.2807
H -0.7449 -0.8283 -4.6939
H -0.8768 1.3113 3.0653
```

The LUMO energy (alpha / beta) is 0.57 / 0.40 eV. As for the energy above the lowest of the compared OMol25 structures with the same formula, charge and spin: 153.9 kcal/mol.

(7)
Below is the molecule C19H22N4O3, with properties calculated with the ωB97M-V functional and the def2-TZVPD basis.

Structure (XYZ):
```
48
Properties=species:S:1:pos:R:3
C 5.8583 5.2713 -0.8706
C 6.0176 4.1316 0.1275
C 4.9903 3.0284 -0.1089
O 3.7119 3.5543 0.1874
C 2.6210 2.7631 0.0458
C 2.6424 1.4375 -0.3806
C 1.4629 0.7257 -0.4864
C 0.2430 1.3171 -0.1712
C -0.9902 0.5801 -0.2728
N -2.1737 1.0032 0.0220
C -3.0268 -0.0455 -0.2266
C -4.3916 0.0228 0.0438
N -5.5136 0.0566 0.3008
C -2.2643 -1.1159 -0.6877
N -2.5795 -2.3497 -1.1484
C -3.8944 -2.9141 -0.9241
C -3.8254 -4.0702 0.0912
C -2.6115 -3.8958 1.0081
C -2.5916 -2.5778 1.7997
N -3.7825 -2.1401 2.2566
O -1.5579 -2.0017 2.0609
C -1.3266 -4.0041 0.1712
C -1.5387 -3.3562 -1.2097
O -0.9834 -0.7167 -0.7255
C 0.2228 2.6479 0.2577
C 1.3938 3.3576 0.3629
H 6.0267 4.9174 -1.8856
H 6.5708 6.0644 -0.6586
H 4.8532 5.6794 -0.8083
H 5.8862 4.5113 1.1417
H 7.0159 3.6977 0.0484
H 5.0301 2.6963 -1.1558
H 5.2034 2.1693 0.5426
H 3.5719 0.9497 -0.6293
H 1.4872 -0.3030 -0.8125
H -4.2728 -3.2820 -1.8851
H -4.5633 -2.1267 -0.5807
H -4.7576 -4.1323 0.6528
H -3.7070 -5.0203 -0.4341
H -2.6131 -4.6872 1.7661
H -4.6627 -2.5397 1.9889
H -3.8018 -1.2598 2.7463
H -0.5329 -3.4843 0.7101
H -1.0354 -5.0468 0.0456
H -1.8632 -4.0998 -1.9428
H -0.6191 -2.8952 -1.5688
H -0.7256 3.0978 0.5028
H 1.3968 4.3843 0.6931
```

The LUMO energy is 0.63 eV. As for the energy above the lowest of the compared OMol25 structures with the same formula, charge and spin: 25.7 kcal/mol. Its structure (SMILES) is CCCOc1ccc(-c2nc(C#N)c(N3CCC(C(N)=O)CC3)o2)cc1.

(8)
Below is C17H23BN8O3OsS as an isolated structure, with properties calculated with the ωB97M-V functional and the def2-TZVPD basis.

Structure (XYZ):
```
54
Properties=species:S:1:pos:R:3
Os -0.3247 -1.3582 1.1921
C -3.7981 0.3963 1.7718
C -2.7948 1.1640 1.0545
C -2.8569 2.5391 0.6716
C -1.7264 2.7569 -0.0761
N -1.0328 1.5979 -0.1503
N -1.6700 0.6444 0.5478
B 0.2517 1.1516 -0.8671
N -0.0733 -0.2115 -1.5315
C -0.3392 -0.4713 -2.8252
C -0.7030 -1.7974 -2.9549
C -0.6459 -2.3315 -1.6656
C -0.9177 -3.7019 -1.2034
N -0.2736 -1.3439 -0.8124
N 1.3122 0.9190 0.2335
C 2.3385 1.7168 0.5838
C 3.0214 1.1294 1.6285
C 2.3372 -0.0574 1.9134
C 2.6366 -1.0598 2.9438
N 1.2788 -0.1562 1.0610
N 0.8656 2.0591 -1.9280
C 0.4475 3.1764 -2.6245
C 1.4382 3.5246 -3.4920
C 2.4699 2.5396 -3.2907
C 3.7399 2.3814 -3.9639
N 2.0588 1.6867 -2.3274
H -4.7379 0.9399 1.8546
H -3.4853 0.1418 2.8039
H -3.9417 -0.5866 1.3195
H -3.6383 3.2311 0.9165
H -1.3913 3.6695 -0.5218
H -0.2745 0.2802 -3.5861
H -0.9622 -2.3112 -3.8585
H -1.0974 -4.3614 -2.0488
H -1.8005 -3.7237 -0.5588
H -0.0828 -4.0872 -0.6150
H 2.5393 2.6513 0.0948
H 3.8854 1.5125 2.1335
H 3.5424 -0.7932 3.4841
H 2.7585 -2.0550 2.5127
H 1.8080 -1.1207 3.6552
H -0.5078 3.6343 -2.4741
H 1.4642 4.3433 -4.1862
H 4.0214 3.2598 -4.5425
H 3.7048 1.5217 -4.6553
H 4.5189 2.0699 -3.2571
C -1.6667 -3.9786 3.9185
S -1.7199 -2.4008 3.1185
O -0.3780 -1.7107 3.1785
O -2.7629 -1.5628 3.6032
O -1.8322 -2.6075 1.6123
H -1.5041 -3.8291 4.9811
H -0.8717 -4.5667 3.4755
H -2.6278 -4.4541 3.7532
```

The LUMO energy (alpha / beta) is -8.69 / -13.45 eV. As for the energy above the lowest of the compared OMol25 structures with the same formula, charge and spin: 10.2 kcal/mol. As for the charge: +3. As for the spin multiplicity: 6. The expectation value of S² is 8.791.

(9)
Below is a 5-piece molecular cluster, CH14NO4 overall, with properties calculated with the ωB97M-V functional and the def2-TZVPD basis.

Structure (XYZ):
```
20
Properties=species:S:1:pos:R:3
C -1.1939 -1.5804 -0.9396
N -0.5843 -1.4108 0.4399
H -2.2074 -1.2192 -0.8736
H -0.5618 -1.1832 -1.7214
H -1.2706 -2.6632 -1.0215
H -1.1405 -1.8241 1.1822
H -0.3970 -0.4204 0.6088
H 0.3348 -1.8555 0.4229
H -4.1084 5.9137 -0.8562
H -4.7592 4.5828 -1.2221
O -3.9764 4.9622 -0.8001
H -1.6352 2.4541 1.4085
H -1.7666 3.0597 -0.0683
O -1.7199 2.2691 0.4733
H 2.9976 -1.9514 0.4272
H 1.9924 -3.0667 0.5709
O 2.1120 -2.1304 0.7811
H 5.6618 -2.0725 -0.7483
H 4.7240 -3.0853 -0.0636
O 5.2313 -2.2824 0.0886
```

The LUMO energy is -3.28 eV. As for the energy above the lowest of the compared OMol25 structures with the same formula, charge and spin: 32.2 kcal/mol. As for the charge: +1.

(10)
Below is C25H38N7S2Ti as an isolated structure, with properties calculated with the ωB97M-V functional and the def2-TZVPD basis.

Structure (XYZ):
```
73
Properties=species:S:1:pos:R:3
Ti -0.1883 -0.3669 0.2920
N 0.5257 -4.7894 -0.3659
C 0.1579 -3.5009 -0.0910
S 1.4338 -2.3429 0.0126
N -1.0912 -3.2449 0.1696
N -1.3891 -1.9551 0.4243
C -2.5874 -1.6845 0.9497
C -2.9099 -0.3453 1.1764
C -4.1181 0.0861 1.7902
C -4.3726 1.4214 1.9090
C -3.4512 2.3469 1.3704
C -2.2912 1.8735 0.8037
N -1.9633 0.5780 0.7609
H 1.4314 -4.8882 -0.7977
H -0.2071 -5.3874 -0.7174
H -3.2768 -2.4922 1.1847
H -4.8126 -0.6567 2.1606
H -5.2654 1.7835 2.3977
H -3.6532 3.4051 1.4022
H -1.5779 2.5579 0.3498
C 0.9543 -1.5493 3.2833
C 2.1895 -0.6508 3.3195
N 2.3655 -0.0440 2.0086
C 3.1176 1.1935 2.0373
C 2.1964 2.3525 2.4453
S 0.4494 2.0675 1.9726
C -0.3003 1.5814 3.5737
C -0.7984 0.1257 3.6888
N -0.1956 -0.8192 2.7536
H 0.7516 -1.9504 4.2913
H 1.1513 -2.3935 2.6130
H 3.0617 -1.2464 3.6331
H 2.0482 0.1343 4.0670
H 2.8009 -0.7197 1.3829
H 3.5035 1.3801 1.0348
H 3.9701 1.1478 2.7391
H 2.4926 3.2722 1.9428
H 2.2015 2.5342 3.5192
H -1.1522 2.2531 3.6993
H 0.4312 1.8197 4.3416
H -1.8789 0.1382 3.5136
H -0.6379 -0.2111 4.7271
H -0.9039 -1.5173 2.5242
C -2.7944 0.4438 -2.4060
C -2.0369 -0.5027 -3.3340
C -1.9772 -1.9209 -2.7590
C -0.6267 -0.0383 -3.6394
C -0.2686 -0.0351 -4.9748
C 1.0086 0.2830 -5.4007
C 1.9224 0.6960 -4.4508
C 1.6127 0.7562 -3.1039
C 2.7115 1.2877 -2.2075
C 3.4001 0.1419 -1.4701
C 2.2075 2.3598 -1.2434
C 0.3377 0.2975 -2.6273
N 0.0928 0.1681 -1.3191
H -3.7876 0.0492 -2.1923
H -2.8990 1.4261 -2.8642
H -2.2436 0.5398 -1.4719
H -2.5858 -0.5435 -4.2857
H -1.1975 -1.9629 -1.9956
H -1.7393 -2.6369 -3.5446
H -2.9290 -2.1979 -2.3061
H -1.0137 -0.3100 -5.7102
H 1.2830 0.2270 -6.4447
H 2.9190 0.9804 -4.7650
H 3.4568 1.7619 -2.8600
H 2.6742 -0.3492 -0.8212
H 4.2465 0.5020 -0.8848
H 3.7707 -0.5916 -2.1813
H 1.4583 1.9272 -0.5693
H 1.7521 3.1768 -1.7993
H 3.0343 2.7686 -0.6614
```

The LUMO energy (alpha / beta) is 0.38 / -0.53 eV. As for the energy above the lowest of the compared OMol25 structures with the same formula, charge and spin: 0.0 kcal/mol. As for the spin multiplicity: 2. The expectation value of S² is 0.767.

(11)
Below is C18H27BrNO4P2Sr as an isolated structure, with properties calculated with the ωB97M-V functional and the def2-TZVPD basis.

Structure (XYZ):
```
54
Properties=species:S:1:pos:R:3
Sr 0.3704 -0.8943 -0.2488
P -2.6695 -0.7866 0.4992
C -3.0815 -0.6716 -1.2932
C -2.4805 0.4778 -2.0890
N -1.1700 0.7824 -1.9298
C -0.6689 1.8124 -2.6479
C -1.4444 2.5389 -3.5584
C -2.7734 2.1922 -3.7601
C -3.2931 1.1374 -3.0171
C 0.7607 2.2841 -2.4498
P 2.0130 1.0594 -1.8814
H -4.3266 0.8109 -3.1300
H -0.9806 3.3626 -4.0978
H -3.3900 2.7303 -4.4752
H 1.1244 2.7162 -3.3964
H 0.7636 3.0932 -1.6953
H -2.7255 -1.6449 -1.7559
H -4.1793 -0.6254 -1.3625
H 0.9905 -2.7605 -2.2163
O 0.0045 -2.5562 -2.0334
H -0.5235 -2.9511 -2.7528
H 3.0429 -2.8056 -0.9434
O 2.6064 -2.4392 -1.7516
H 3.2613 -2.5893 -2.4635
C 2.6072 0.4288 -3.4971
H 3.1749 1.2074 -4.0259
H 3.2720 -0.4318 -3.3270
H 1.7656 0.0994 -4.1237
C 3.3105 2.2848 -1.4914
H 4.1241 1.7823 -0.9546
H 3.7039 2.7512 -2.4047
H 2.8850 3.0576 -0.8368
C -3.7099 0.5448 1.2190
H -4.7685 0.2504 1.2622
H -3.3457 0.7270 2.2419
H -3.5985 1.4763 0.6466
C -3.7016 -2.2600 0.8460
H -3.4290 -2.6496 1.8350
H -4.7687 -1.9999 0.8309
H -3.4939 -3.0362 0.0958
Br 3.2852 -3.0138 3.6501
C 2.4859 -1.5684 4.5373
C 2.7386 -1.4111 5.9129
C 2.1202 -0.3929 6.6446
C 1.2537 0.4947 5.9981
C 1.0155 0.3623 4.6311
C 1.6311 -0.6516 3.8782
C 1.2577 -0.7499 2.4268
O 0.1376 -0.1937 2.1041
O 1.9870 -1.3338 1.5555
H 3.4247 -2.0920 6.4063
H 2.3148 -0.2907 7.7109
H 0.7631 1.2943 6.5538
H 0.3266 1.0408 4.1241
```

The LUMO energy is -2.66 eV. As for the energy above the lowest of the compared OMol25 structures with the same formula, charge and spin: 0.0 kcal/mol. As for the charge: +1.

(12)
Below is the molecule C3H5N3OS, with properties calculated with the ωB97M-V functional and the def2-TZVPD basis.

Structure (XYZ):
```
13
Properties=species:S:1:pos:R:3
H -3.3187 -1.8490 -0.1685
N -2.7385 -1.1357 -0.5219
C -2.7659 0.0622 0.0326
N -1.8802 1.0218 -0.1215
C -0.6310 1.1844 0.0117
N 0.4643 0.3647 0.2826
O -0.1556 -0.8544 0.6944
C 1.7579 0.6231 0.0059
S 2.8880 -0.4391 -0.1895
H -3.6283 0.1566 0.6413
H -0.3345 2.1271 -0.2821
H -0.7092 -1.1049 -0.0931
H 1.9418 1.5578 -0.3966
```

The LUMO energy is -0.47 eV. As for the energy above the lowest of the compared OMol25 structures with the same formula, charge and spin: 110.1 kcal/mol. Its structure (SMILES) is [H]/N=C/N=C\N(O)C=S.

Values of max |F|, in order: 6.02 4.49 4.26 3.49 6.39 5.14 1.59 2.48 1.96 2.96 1.78 6.11, all in eV Å⁻¹.